No. 1
The following is a quantum chemistry calculation of a cluster of 9 separate species, C21H43Cl16NO2P in total at a distorted geometry, from the OMol25 dataset.

Structure (XYZ):
```
84
Properties=species:S:1:pos:R:3:forces:R:3
Cl -0.743 3.227 3.314 -0.2 0.8 -0.4
Cl 3.262 -1.161 -6.215 0.2 0.0 0.0
Cl 2.405 -5.213 9.033 0.0 0.0 0.0
Cl 2.490 3.981 -7.792 0.0 0.0 0.0
Cl 5.358 0.477 -4.095 0.0 0.0 0.0
Cl 0.365 1.591 -3.118 0.0 -0.1 0.0
Cl 2.523 -6.397 4.347 0.0 0.0 0.0
Cl -0.227 -4.381 3.983 -0.1 -0.1 -0.2
Cl -2.210 3.690 -2.326 0.0 0.0 -0.1
Cl -1.340 4.847 -6.193 0.0 0.1 0.0
Cl -1.158 -0.372 -10.363 0.0 0.0 0.0
Cl -2.902 2.522 -8.149 0.0 0.0 0.0
Cl 3.907 6.973 -6.986 0.0 0.0 0.0
Cl -0.049 -0.791 -7.175 0.0 -0.3 0.0
Cl 5.204 -4.462 7.277 0.1 0.0 0.0
Cl -2.330 0.938 1.352 0.3 0.0 -0.4
P -4.758 -0.545 5.444 -0.7 0.9 0.4
O -0.369 -1.715 6.554 0.3 -0.9 0.4
O -0.149 -0.150 4.979 0.3 -2.7 1.6
N -3.094 -0.840 5.223 -0.6 -0.6 0.3
C 0.670 -1.473 -8.653 0.1 -0.1 0.0
C -5.284 -0.574 3.669 0.9 -0.1 0.6
C -1.021 2.975 -1.201 0.0 -0.1 0.1
C 3.680 -0.031 -3.762 0.0 0.0 0.1
C 2.769 6.650 -8.321 0.0 0.0 -0.1
C -5.614 -2.024 6.192 0.4 -0.1 -0.4
C 0.341 2.830 -1.829 0.1 0.2 0.2
C -0.866 1.461 3.615 -0.1 1.0 -1.0
C 0.533 -0.544 -9.831 0.1 0.0 -0.1
C -0.845 0.682 2.329 0.3 -0.1 0.3
C 1.754 5.596 -7.963 -0.1 0.1 0.0
C -2.191 -0.265 6.230 0.1 0.4 -0.6
C 5.027 -4.455 9.048 0.1 0.0 0.1
C -4.918 0.803 3.130 -0.2 -0.4 -0.4
C 0.914 -4.404 5.347 0.1 0.3 0.3
C 3.337 -1.330 -4.441 -0.1 -0.1 0.2
C -1.446 3.089 -5.898 0.0 -0.1 0.0
C -0.770 -0.756 5.888 0.3 0.2 0.4
C -1.423 2.293 -7.173 0.0 -0.1 0.1
C 4.086 -5.532 9.522 0.0 -0.1 0.1
C 2.322 -4.708 4.917 0.0 0.1 0.1
H 0.915 0.448 -9.599 -0.1 0.0 0.0
H 6.018 -4.618 9.468 0.0 -0.1 0.0
H -2.231 0.816 6.110 0.0 0.2 0.0
H 4.372 -6.506 9.132 0.0 0.0 -0.1
H -0.587 2.819 -5.288 0.0 0.0 0.0
H 3.351 6.362 -9.193 0.0 0.0 0.0
H 2.993 -4.582 5.763 -0.1 -0.1 0.0
H 1.008 5.522 -8.752 0.0 0.0 0.0
H -1.408 2.019 -0.863 0.0 0.0 0.0
H 3.591 -0.148 -2.683 0.0 0.0 0.0
H -5.708 1.536 3.234 -0.1 0.1 0.1
H 4.684 -3.467 9.346 -0.1 0.0 -0.1
H 0.685 3.767 -2.261 0.0 0.0 -0.1
H 2.354 -1.668 -4.113 0.0 0.1 0.0
H 2.261 7.588 -8.538 0.0 0.0 0.0
H 2.643 -4.048 4.116 0.0 -0.1 -0.1
H 3.018 0.771 -4.077 0.0 0.0 0.0
H -0.795 -0.381 2.554 -0.1 0.1 0.1
H 0.554 -5.129 6.073 0.0 -0.1 -0.1
H -1.355 1.233 -6.933 -0.2 0.2 -0.1
H -0.569 2.560 -7.792 0.0 0.0 0.0
H -6.312 -0.879 3.520 -0.2 0.0 0.0
H -0.018 1.177 4.233 -0.3 1.0 -0.7
H 0.197 -2.433 -8.843 -0.1 0.0 0.0
H -1.772 1.275 4.183 0.1 0.2 -0.2
H 1.724 -1.645 -8.441 0.0 0.1 0.0
H -4.020 1.134 3.638 0.1 0.3 0.1
H 4.062 -2.106 -4.208 0.1 0.0 -0.1
H 0.866 -3.409 5.801 -0.1 0.0 -0.1
H 4.100 -5.577 10.610 0.0 0.1 0.0
H 1.095 -0.940 -10.675 0.0 0.0 0.0
H -0.959 3.640 -0.342 0.0 0.0 0.0
H -4.596 -1.273 3.193 -0.3 -0.4 -0.2
H 1.059 2.514 -1.075 -0.1 -0.1 0.0
H -6.106 -1.758 7.119 0.1 0.2 0.3
H -6.394 -2.389 5.527 0.0 -0.1 -0.2
H 1.243 5.831 -7.034 0.1 -0.1 0.0
H -4.619 0.708 2.094 -0.4 0.2 -0.2
H -4.901 -2.820 6.391 0.0 -0.2 0.0
H -2.347 2.903 -5.321 0.0 0.1 0.0
H -2.468 -0.479 7.261 0.1 -0.4 0.1
H -2.877 -1.815 5.043 0.2 0.0 -0.1
H 0.012 0.946 1.712 -0.1 0.1 -0.1
```
Positions in Å, forces in eV/Å.

Calculated values
* frontier orbital gap: 7.079 eV
* charge: -1
* ΔE to the lowest compared entry with this formula, charge and spin: 26.84 kcal/mol
* F_max: 3.1 eV/Å
* multiplicity: 1
* highest occupied orbital energy: -0.197 Ha



No. 2
The following is a quantum chemistry calculation of an isolated molecule of C3H3N3O, from the OMol25 dataset.

Structure (XYZ):
```
10
Properties=species:S:1:pos:R:3:forces:R:3
O 1.515 0.054 1.392 -0.1 0.6 -0.2
N 0.000 -0.928 -0.660 -0.4 -0.3 0.2
N -0.064 0.369 -1.131 0.1 0.3 0.3
N -1.914 -2.149 0.254 0.5 0.2 -0.3
C 1.324 1.100 0.821 0.1 -0.4 0.1
C 0.556 1.260 -0.457 -0.2 -0.2 -0.2
C -1.003 -1.527 -0.282 0.0 0.1 0.0
H 1.730 2.061 1.204 0.0 -0.2 0.0
H -2.527 -2.664 -0.372 0.0 0.0 0.1
H 0.510 2.272 -0.863 0.0 -0.2 0.0
```
Positions in Å, forces in eV/Å.

Calculated values
* SMILES string: N=C=N/N=C\C=O
* frontier orbital gap: 8.788 eV
* charge: 0
* ΔE to the lowest compared entry with this formula, charge and spin: 69.93 kcal/mol
* F_max: 0.6 eV/Å
* multiplicity: 1
* highest occupied orbital energy: -0.345 Ha



No. 3
The following is a quantum chemistry calculation of a cluster of 13 separate species, H26O12S2 in total at a distorted geometry, from the OMol25 dataset.

Structure (XYZ):
```
40
Properties=species:S:1:pos:R:3:forces:R:3
S 1.695 1.986 3.438 -0.4 0.5 1.9
S 3.195 2.267 2.248 1.1 0.7 -0.3
O -0.458 -2.345 -1.431 0.4 -0.3 -0.1
O -0.049 1.227 0.130 0.0 -0.1 0.1
O 0.800 -0.079 -2.823 0.9 1.8 -1.6
O -3.182 1.711 1.703 -1.4 -0.4 -0.4
O -4.001 -1.286 1.285 -0.6 -2.1 0.1
O -2.452 -0.263 -2.099 0.4 0.0 0.2
O 2.800 -1.539 2.264 0.6 -2.1 -1.2
O 0.037 -0.717 2.335 0.2 0.5 -0.7
O -1.655 -2.638 0.868 -1.0 -1.4 -0.2
O 2.359 -1.794 -0.910 0.1 -0.1 0.4
O 2.499 1.262 -0.935 0.8 0.1 0.5
O -0.254 3.001 -2.355 0.5 -1.1 0.2
H 2.260 -1.656 1.474 -1.1 1.2 -0.1
H -0.243 -1.409 -1.383 0.2 0.3 -0.3
H -2.530 2.128 1.155 0.5 0.2 0.4
H -2.933 1.574 2.614 0.6 0.2 0.1
H 3.139 -2.464 2.128 0.5 1.0 1.3
H -0.741 1.897 0.045 0.3 -0.2 0.0
H -4.122 -0.355 1.400 1.0 0.7 -0.6
H 3.013 -1.542 -0.249 0.2 0.0 -0.2
H 0.252 3.807 -2.420 -0.4 0.5 -0.2
H 0.407 -2.775 -1.510 -0.2 0.2 -0.1
H 2.383 2.205 -0.830 -0.1 0.4 -0.5
H 2.552 -1.219 -1.655 -0.1 0.2 -0.1
H -2.045 -1.024 -2.553 -0.5 0.6 -0.1
H 1.451 -0.098 -3.575 -0.7 -0.5 0.9
H -1.196 3.164 -2.325 -0.1 0.5 -0.2
H 0.520 0.869 -2.945 -0.3 -1.1 0.5
H 1.346 0.683 3.473 -0.5 -0.8 -1.3
H 1.637 0.956 -1.232 -0.4 -0.3 0.0
H -2.131 -3.314 0.294 1.1 1.2 1.1
H -2.979 0.269 -2.707 0.2 -0.6 -0.2
H 2.653 2.457 1.031 -0.2 -1.0 -0.3
H -0.235 -0.597 1.403 -0.2 0.1 0.6
H -3.209 -1.697 0.863 -0.4 1.8 0.6
H 0.431 1.374 0.954 -0.4 0.1 -0.1
H -0.118 -1.650 2.501 -0.2 -0.2 0.2
H -0.894 -2.379 0.332 -0.3 -0.4 -0.6
```
Positions in Å, forces in eV/Å.

Calculated values
* frontier orbital gap (spin up / spin down): 7.333 / 2.547 eV
* charge: +1
* F_max: 2.6 eV/Å
* multiplicity: 2
* highest occupied orbital energy (spin up / spin down): -0.434 / -0.434 Ha